{
  "formula": "C46H96F20N11O26S12",
  "method": "wB97M-V/def2-TZVPD",
  "elements": ["C", "O", "C", "C", "N", "H", "H", "C", "C", "O", "C", "H", "H", "H", "H", "H", "H", "H", "H", "H", "H", "H", "H", "H", "H", "C", "C", "C", "C", "N", "C", "C", "C", "C", "C", "H", "H", "H", "H", "H", "H", "H", "H", "H", "H", "H", "H", "H", "H", "H", "H", "H", "H", "H", "H", "C", "C", "C", "C", "N", "C", "C", "C", "C", "C", "H", "H", "H", "H", "H", "H", "H", "H", "H", "H", "H", "H", "H", "H", "H", "H", "H", "H", "H", "H", "C", "C", "C", "C", "N", "C", "C", "C", "C", "C", "H", "H", "H", "H", "H", "H", "H", "H", "H", "H", "H", "H", "H", "H", "H", "H", "H", "H", "H", "H", "C", "C", "C", "C", "N", "C", "C", "C", "C", "C", "H", "H", "H", "H", "H", "H", "H", "H", "H", "H", "H", "H", "H", "H", "H", "H", "H", "H", "H", "H", "N", "S", "O", "O", "F", "S", "O", "O", "F", "N", "S", "O", "O", "F", "S", "O", "O", "F", "N", "S", "O", "O", "F", "S", "O", "O", "F", "N", "S", "O", "O", "F", "S", "O", "O", "F", "C", "F", "F", "F", "S", "O", "O", "N", "S", "O", "O", "C", "F", "F", "F", "C", "F", "F", "F", "S", "O", "O", "N", "S", "O", "O", "C", "F", "F", "F"],
  "positions_angstrom": [[16.997, 17.741, 19.947], [17.881, 18.834, 19.600], [19.187, 18.671, 20.162], [19.258, 19.158, 21.640], [20.548, 18.809, 22.350], [20.394, 19.054, 23.318], [20.612, 17.805, 22.262], [21.783, 19.414, 21.618], [21.903, 20.960, 21.670], [21.677, 21.331, 23.027], [21.364, 22.675, 23.322], [16.103, 17.699, 19.326], [16.710, 17.879, 20.990], [17.364, 16.731, 19.766], [19.834, 19.374, 19.638], [19.601, 17.713, 19.847], [18.537, 18.535, 22.171], [19.041, 20.174, 21.972], [21.817, 18.988, 20.615], [22.659, 18.987, 22.106], [21.235, 21.377, 20.915], [22.852, 21.431, 21.411], [20.331, 22.868, 23.611], [21.738, 23.255, 22.478], [21.956, 23.011, 24.174], [31.893, 21.437, 13.294], [31.475, 21.169, 14.815], [31.454, 19.664, 15.208], [30.664, 18.843, 14.204], [30.366, 17.361, 14.536], [29.510, 16.682, 13.465], [28.400, 15.838, 14.225], [28.748, 15.959, 15.683], [29.455, 17.315, 15.820], [31.635, 16.548, 14.847], [32.716, 20.808, 12.954], [32.262, 22.453, 13.158], [31.097, 21.195, 12.590], [30.551, 21.658, 15.123], [32.250, 21.622, 15.433], [30.975, 19.632, 16.186], [32.454, 19.252, 15.341], [31.209, 18.668, 13.276], [29.715, 19.325, 13.970], [30.119, 15.960, 12.920], [29.246, 17.480, 12.771], [28.336, 14.786, 13.945], [27.431, 16.280, 13.993], [29.453, 15.198, 16.018], [27.959, 16.040, 16.430], [30.028, 17.444, 16.738], [28.670, 18.052, 15.657], [32.325, 16.731, 14.023], [31.468, 15.481, 14.992], [32.061, 16.787, 15.821], [17.908, 20.508, 8.976], [19.041, 20.423, 10.042], [18.416, 20.676, 11.485], [19.466, 20.716, 12.584], [18.831, 20.395, 14.006], [19.931, 20.332, 15.094], [19.621, 19.119, 16.020], [18.251, 18.593, 15.592], [18.289, 18.977, 14.149], [17.777, 21.417, 14.457], [17.497, 21.514, 8.903], [17.040, 19.953, 9.331], [18.311, 20.081, 8.058], [19.810, 21.173, 9.857], [19.611, 19.507, 9.889], [17.664, 19.893, 11.591], [17.925, 21.646, 11.411], [20.086, 21.602, 12.717], [20.154, 19.879, 12.470], [19.904, 21.230, 15.711], [20.889, 20.148, 14.608], [19.747, 19.491, 17.037], [20.366, 18.368, 15.760], [17.425, 19.026, 16.155], [18.210, 17.532, 15.836], [17.384, 18.981, 13.541], [18.990, 18.337, 13.613], [18.253, 22.396, 14.401], [17.564, 21.194, 15.502], [16.921, 21.256, 13.802], [18.345, 14.582, 17.439], [19.345, 13.489, 16.981], [20.683, 14.158, 16.688], [21.248, 14.997, 17.854], [22.808, 15.346, 17.737], [23.768, 14.144, 17.931], [25.042, 14.656, 18.661], [24.738, 16.046, 19.151], [23.265, 16.274, 18.926], [23.223, 16.054, 16.405], [18.535, 15.024, 18.418], [17.325, 14.203, 17.504], [18.321, 15.480, 16.822], [19.111, 12.867, 16.118], [19.551, 12.791, 17.792], [20.649, 14.709, 15.748], [21.339, 13.324, 16.440], [21.366, 14.385, 18.748], [20.751, 15.955, 18.006], [24.040, 13.644, 17.002], [23.259, 13.336, 18.456], [25.850, 14.569, 17.935], [25.352, 14.087, 19.537], [25.384, 16.750, 18.627], [25.037, 16.196, 20.188], [22.847, 17.252, 18.689], [22.842, 15.940, 19.874], [24.273, 16.343, 16.384], [22.613, 16.955, 16.470], [22.931, 15.347, 15.628], [21.390, 9.480, 15.726], [21.896, 10.130, 17.037], [20.873, 9.746, 18.182], [21.281, 10.298, 19.582], [20.338, 9.872, 20.756], [20.400, 10.878, 21.890], [20.448, 10.098, 23.144], [20.253, 8.641, 22.848], [20.817, 8.539, 21.429], [18.816, 9.843, 20.382], [21.219, 8.404, 15.724], [22.187, 9.544, 14.985], [20.464, 9.965, 15.418], [22.006, 11.212, 16.961], [22.895, 9.774, 17.287], [20.959, 8.667, 18.315], [19.858, 10.127, 18.074], [21.057, 11.364, 19.608], [22.277, 9.908, 19.791], [19.592, 11.608, 21.938], [21.296, 11.459, 21.671], [19.790, 10.530, 23.898], [21.403, 10.210, 23.655], [19.257, 8.221, 22.992], [20.832, 8.077, 23.579], [20.456, 7.752, 20.767], [21.905, 8.598, 21.426], [18.726, 9.259, 19.466], [18.557, 10.857, 20.077], [18.128, 9.578, 21.184], [27.143, 10.492, 17.770], [26.700, 11.501, 16.753], [27.130, 12.903, 16.924], [25.402, 11.365, 16.090], [27.622, 11.043, 15.554], [25.732, 10.373, 18.763], [24.954, 9.184, 18.482], [24.996, 11.613, 19.068], [26.469, 10.037, 20.154], [20.933, 15.990, 21.648], [21.980, 15.223, 22.437], [22.763, 14.188, 21.819], [21.972, 15.315, 23.867], [22.929, 16.452, 22.179], [19.799, 14.703, 21.801], [19.744, 13.942, 23.040], [19.594, 13.977, 20.542], [18.546, 15.666, 21.808], [24.743, 20.763, 16.767], [23.488, 20.651, 17.440], [23.322, 21.421, 18.667], [22.878, 19.308, 17.365], [22.469, 21.402, 16.437], [25.649, 19.546, 17.560], [25.942, 18.398, 16.659], [25.441, 19.344, 19.008], [27.083, 20.339, 17.513], [12.614, 16.051, 17.314], [12.334, 17.348, 18.004], [11.917, 18.415, 17.116], [13.143, 17.660, 19.189], [10.905, 16.859, 18.651], [14.173, 16.498, 16.775], [15.264, 15.900, 17.499], [14.525, 17.772, 16.165], [14.101, 15.478, 15.518], [17.008, 14.407, 13.730], [16.657, 15.572, 14.329], [16.929, 13.339, 14.459], [16.081, 14.307, 12.725], [18.901, 14.521, 13.120], [19.475, 15.606, 13.944], [19.500, 13.217, 13.327], [18.681, 14.825, 11.410], [18.343, 16.309, 11.259], [17.311, 16.862, 12.140], [19.489, 17.155, 11.104], [17.364, 16.306, 9.520], [16.725, 17.464, 9.286], [18.265, 15.947, 8.580], [16.508, 15.299, 9.630], [24.782, 13.973, 13.454], [25.603, 12.987, 13.038], [25.069, 14.213, 14.751], [24.958, 15.094, 12.706], [22.934, 13.400, 13.426], [22.685, 12.651, 14.678], [22.131, 14.645, 13.291], [22.847, 12.510, 11.961], [23.079, 11.063, 12.372], [24.234, 10.789, 13.295], [21.817, 10.338, 12.717], [23.589, 10.245, 10.655], [24.855, 10.701, 10.330], [23.544, 8.905, 10.745], [22.692, 10.588, 9.705]],
  "atomic_forces_ev_per_a": [[-0.4381, 0.1020, 0.0574], [0.6126, -0.8590, 0.4041], [-0.2148, 2.2956, -1.0262], [-0.6374, -2.0181, 1.0553], [0.1769, 1.3633, -2.4269], [0.7935, 0.3544, 0.3329], [0.5082, -0.9714, 0.1475], [1.0965, 0.0169, 1.1841], [-0.6625, -0.0302, 0.2595], [-1.0384, -1.0181, 0.5478], [1.1107, 0.3598, -0.3553], [-0.0122, 0.9138, -0.0658], [-0.1874, -0.3316, 0.0601], [0.8999, 0.1265, 0.1815], [-0.1417, 0.1978, -0.5059], [-0.0038, -0.5208, 1.1033], [-0.2775, 0.0756, 0.1726], [-0.0891, 0.2502, -1.2032], [-0.3684, 0.2801, -0.0319], [-0.1727, -0.0796, 0.2458], [-0.7016, 0.3443, 0.3606], [0.4983, -1.0554, -0.4684], [-0.2362, -0.2248, -0.5863], [-0.5955, 0.5575, -0.0300], [0.1774, -0.2863, 0.1386], [-0.3577, -0.4141, 1.0977], [1.3340, -0.3990, -1.2578], [-0.5001, 0.1502, 0.1147], [0.4273, -1.4121, -0.7535], [-0.2522, -0.0656, 2.7264], [0.3550, -0.9968, 0.4763], [-0.2816, 0.9944, -0.6305], [1.1537, 1.0369, 1.4728], [-0.3568, -0.9142, -1.5892], [-0.3463, 0.4799, -0.1524], [0.2117, -0.2419, 0.4615], [-0.4327, 0.0673, 0.0003], [-0.2297, 0.3978, 0.0952], [-0.1473, -0.0946, -0.4379], [0.0036, 0.0548, 0.0556], [-0.0869, -0.2269, 0.0805], [0.1200, 0.1585, -0.1859], [0.1704, 0.7982, -0.2026], [-0.1157, -0.2490, 0.0883], [0.3594, 0.3387, -0.0228], [-0.6655, -0.2855, 0.1534], [0.2746, 0.1804, -0.3455], [-0.0779, -0.0280, 0.1789], [-0.2987, -0.3466, -0.0551], [-0.4563, -0.6431, -0.4168], [0.0038, 0.2121, -0.2960], [0.3385, 0.4699, 0.2465], [0.0972, -0.1354, 0.1963], [-0.6816, 0.0655, -0.7244], [-0.0193, 0.8613, -0.2275], [0.5385, -0.1108, 1.2084], [-0.6101, 0.7353, 0.3759], [1.0573, 0.1008, -1.6640], [-0.8622, -1.7966, 1.6097], [1.0027, 0.3948, 1.3958], [-0.2299, -0.2341, 0.0997], [0.4901, 0.8135, -0.6491], [0.1567, 0.5409, 1.1362], [-0.8219, -0.2058, -2.2819], [1.2361, -1.1821, -0.5373], [0.4632, 0.2321, -0.4916], [0.1891, -0.5314, -0.1998], [-0.5050, 0.3318, -0.2084], [-0.1153, 0.4797, -0.1002], [-0.4908, -0.4422, 0.7199], [0.1303, -0.0456, 0.5101], [-0.2627, 0.0044, 0.0846], [-0.4785, 0.2834, -0.1739], [0.0062, -0.0921, -0.1479], [0.2793, 0.2483, -0.5970], [-0.0961, 0.5399, -0.0148], [-0.1665, -0.5731, 0.1251], [0.0154, -0.1249, 0.4705], [-0.0503, 0.2329, -0.1040], [-0.1919, -0.0876, -0.8143], [-0.2206, -0.5018, 0.4723], [0.0745, -0.0850, -0.0489], [-0.3194, 0.0329, -0.2380], [-0.2784, -0.0113, -0.2131], [-0.0434, 0.4271, 0.2370], [-0.7283, -0.5426, -0.1689], [0.4827, 1.5777, 0.9347], [1.0470, -0.2165, -0.3198], [2.2476, -0.7399, -0.5760], [1.9357, 0.2130, 0.2252], [-0.2567, -0.6965, 0.3059], [-0.4221, -0.8195, -0.2726], [1.1178, 1.5981, -0.9092], [-1.1715, -0.6994, -0.2693], [-1.6188, -0.4787, 1.6464], [0.4642, -0.5506, 0.3329], [-0.0783, 0.0988, -0.1437], [0.0326, -0.3182, -0.6911], [-0.5454, 0.4304, -0.1090], [-0.3007, -0.1734, 0.3706], [-0.2154, 0.3393, 0.1191], [0.5674, 0.1785, 0.2361], [-0.9124, 0.2332, 0.2683], [0.0020, -0.1170, 0.1454], [-0.2287, 0.5089, -0.3875], [-0.2436, 0.3667, 0.4584], [0.1151, 0.3501, 0.2339], [-0.4123, -0.6336, -0.4039], [-0.3209, 0.2144, -0.2563], [-0.4895, -0.1463, 0.1435], [0.5606, 0.2061, 0.0241], [-0.7886, -0.3515, -0.5482], [-0.0604, -0.3751, 0.2820], [0.0610, 0.0674, -0.7394], [0.0852, 0.4397, -0.1752], [0.8103, 0.4826, 0.1283], [-1.2460, -0.9587, 0.5917], [1.3542, 0.5643, 1.4553], [-1.5999, -0.1383, -0.7923], [-1.4655, -0.6426, 0.7345], [1.0116, 0.9207, -0.9069], [0.3863, 0.5737, 2.3165], [0.2891, -1.0912, 0.0266], [-1.0593, 1.0220, -0.6846], [1.4470, 0.2957, -1.2802], [-0.1898, -0.1616, 0.8576], [-0.3753, 0.6730, -0.2661], [0.2183, 0.0505, -0.4172], [-0.2604, 0.0562, -0.2930], [-0.0878, -0.1981, 0.1580], [-0.6470, -0.2746, -0.4575], [0.0324, -0.4000, -0.9885], [1.1065, 0.2086, -0.2256], [0.0669, 0.7782, 0.4937], [-0.1770, -0.3440, -0.7995], [0.1077, 0.0420, 0.4532], [-0.4696, -0.2768, -0.1605], [0.3295, 0.0097, -0.3468], [-0.2768, 0.4195, -0.5055], [0.2781, -0.2195, -0.3193], [0.1539, -0.1816, 0.3149], [-0.0822, -0.0990, -0.0211], [-0.2663, -0.4454, 0.4888], [0.2028, 0.1334, 0.1116], [0.6418, -0.3751, 0.1473], [-2.4313, -1.9430, 4.7084], [-1.5668, 5.1630, -6.5777], [-0.2365, -1.8695, 0.5763], [1.0023, -0.1031, 2.1090], [1.0003, -0.2925, 0.0726], [-0.2449, -0.1462, 0.6877], [1.0099, 1.2734, 0.2873], [1.6434, -2.1616, -0.7120], [-0.1399, 0.1754, -0.9487], [-5.3991, -3.3285, -0.6436], [8.1595, 1.5771, 3.2513], [-1.7275, -0.7172, -0.1121], [-1.1706, -1.0176, -0.0231], [2.2753, 1.7319, -0.3576], [-3.5436, -0.4893, -3.1231], [0.3875, 1.2411, -1.6091], [1.0014, 0.9456, 2.2865], [-0.0709, -0.0416, 0.5316], [8.4800, -1.7019, -1.6857], [-10.9683, -0.5973, 3.9684], [0.0995, -0.9916, -1.0670], [0.9367, 1.3045, 0.9144], [0.9028, 0.3757, -0.0189], [2.8190, -1.1314, -0.7359], [-1.0995, 2.6180, 2.2245], [0.0549, 0.5004, -3.4907], [-1.2658, -0.4236, 0.0097], [4.2909, -1.2203, -2.3081], [-4.4178, 4.5782, 3.9215], [0.5695, -0.4405, 1.1922], [-0.7671, -0.1363, -1.7293], [0.8153, 0.3330, -0.1286], [2.3957, -2.9987, -3.1824], [-0.8512, 0.3024, 0.9104], [-1.5815, -1.0860, 1.0349], [-0.3020, 0.7838, 0.4329], [-0.3233, 2.2234, -2.3899], [0.7822, -1.5678, 0.6958], [-0.2941, -0.3639, 1.1894], [1.2809, -0.5129, 0.5389], [0.0212, 0.1912, -0.3243], [-1.2350, -1.0262, -1.5821], [-1.1117, 1.0650, -0.6148], [0.7114, -1.8707, 3.4733], [-2.4203, 2.7336, -1.1765], [0.5397, -0.3330, -0.4910], [0.7388, 0.8569, -0.4884], [2.1047, -1.4227, 2.6298], [0.6223, -0.8568, -0.3934], [-0.7804, 1.0607, -0.3503], [-0.7676, 0.3721, -0.4932], [-0.5427, -1.3010, 0.1836], [-0.4527, 1.5724, 0.0568], [0.1945, 0.5104, -0.8025], [0.1240, -1.0020, 0.7978], [-2.5139, 1.1369, -0.3001], [0.9308, 1.2763, -2.2715], [2.3333, -2.2424, -0.0394], [0.3431, 3.8396, 2.2905], [0.1344, -6.6343, 2.1003], [-2.3241, 0.4251, -2.4184], [2.5198, 1.2895, -1.0110], [-0.4060, 1.2201, 1.1021], [-1.6863, -1.0276, -0.0749], [0.6906, 0.8966, -0.0187], [1.0315, 0.0108, 0.2880]],
  "lowdin_charge": [-0.06, -0.16, -0.19, -0.07, 0.09, 0.17, 0.08, -0.04, -0.18, -0.20, -0.09, 0.08, 0.09, 0.07, 0.10, 0.12, 0.12, 0.14, 0.12, 0.12, 0.12, 0.13, 0.09, 0.09, 0.08, -0.09, -0.20, -0.19, -0.13, -0.24, -0.05, -0.10, -0.16, -0.08, 0.02, 0.06, 0.07, 0.06, 0.11, 0.10, 0.11, 0.11, 0.13, 0.14, 0.12, 0.13, 0.13, 0.12, 0.12, 0.13, 0.13, 0.13, 0.11, 0.11, 0.10, -0.10, -0.23, -0.17, -0.07, -0.23, -0.10, -0.13, -0.13, -0.12, 0.04, 0.07, 0.06, 0.07, 0.09, 0.09, 0.11, 0.11, 0.13, 0.13, 0.11, 0.12, 0.10, 0.11, 0.12, 0.11, 0.12, 0.12, 0.10, 0.10, 0.11, -0.08, -0.20, -0.19, -0.04, -0.17, -0.08, -0.14, -0.17, -0.09, 0.07, 0.04, 0.07, 0.06, 0.11, 0.08, 0.09, 0.08, 0.10, 0.12, 0.10, 0.11, 0.08, 0.11, 0.08, 0.12, 0.10, 0.08, 0.09, 0.08, 0.07, -0.08, -0.19, -0.17, -0.07, -0.21, -0.14, -0.18, -0.16, -0.05, 0.05, 0.07, 0.05, 0.08, 0.09, 0.08, 0.11, 0.09, 0.12, 0.13, 0.11, 0.13, 0.13, 0.13, 0.11, 0.12, 0.13, 0.14, 0.09, 0.10, 0.11, -0.27, 0.42, -0.34, -0.30, -0.19, 0.63, -0.30, -0.31, -0.20, -0.25, 0.36, -0.25, -0.27, -0.22, 0.59, -0.27, -0.29, -0.17, -0.27, 0.39, -0.30, -0.34, -0.20, 0.68, -0.32, -0.29, -0.23, -0.26, 0.42, -0.31, -0.33, -0.24, 0.57, -0.31, -0.29, -0.21, -0.60, 0.09, 0.17, 0.09, 0.72, -0.35, -0.30, -0.28, 0.52, -0.34, -0.32, -0.61, 0.12, 0.10, 0.12, -0.59, 0.11, 0.09, 0.10, 0.72, -0.32, -0.33, -0.29, 0.59, -0.35, -0.34, -0.57, 0.07, 0.11, 0.10],
  "gap_ev": 6.9617,
  "e_homo_ev": -6.4,
  "energy_ha": -11143.9846,
  "total_charge": -1,
  "largest_force_ev_per_a": 11.7
}